No. 1
Here is one molecule with the formula C3H8N4 from OMol25. Energies are from the ωB97M-V functional and the def2-TZVPD basis.

HOMO: -9.21 eV
2S+1: 1
energy above the lowest of the compared OMol25 structures with the same formula, charge and spin: 85.06 kJ/mol
HOMO-LUMO gap: 9.99 eV
E: -9200.7518 eV

Element x y z (Å)
C 0.003 -0.496 -1.870
C 0.293 0.935 0.072
C -0.037 -1.278 1.233
H -0.737 -0.712 -2.637
H 0.127 -1.443 -1.310
H 1.002 -0.238 -2.340
H -0.821 1.390 -1.536
H 1.031 2.246 1.218
H 1.510 0.047 1.431
H 0.471 -1.819 2.066
H -1.481 -0.974 0.124
N -0.479 0.559 -1.048
N 0.532 2.170 0.307
N 0.733 -0.158 0.843
N -1.166 -1.638 0.810

These are the natural (NBO) partial charges, in e, on atoms 1 to 5: -0.4241 0.5776 0.2767 0.2116 0.2157

=====

No. 2
Here is C22H25NO5 as an isolated structure from OMol25. Energies are from the ωB97M-V functional and the def2-TZVPD basis.

HOMO: -8.99 eV
2S+1: 1
energy above the lowest of the compared OMol25 structures with the same formula, charge and spin: 1959.44 kJ/mol
HOMO-LUMO gap: 8.45 eV
E: -34929.3107 eV

Element x y z (Å)
C -6.391 -1.804 0.165
C -5.945 -0.632 0.970
H -6.787 0.152 1.051
H -5.716 -0.998 1.933
O -5.019 -0.029 0.237
C -3.867 -0.153 0.888
O -3.609 -0.836 1.976
C -2.823 0.818 -0.058
N -1.944 -0.040 -0.750
C -2.165 -1.366 -1.015
O -3.342 -1.628 -0.742
C -1.190 -1.966 -1.823
H -1.429 -3.248 -2.055
H -0.850 -1.462 -2.624
C 0.185 -2.158 -1.010
C 1.037 -0.979 -0.947
O 0.785 -0.126 -1.644
C 2.419 -1.081 -0.406
C 3.499 0.036 -0.942
C 4.648 -0.020 -0.255
C 5.008 -1.036 0.470
C 3.999 -1.896 1.120
C 2.838 -1.879 0.504
H 2.081 -2.690 0.962
H 4.423 -2.555 1.450
O 6.360 -1.106 1.119
C 7.282 -0.380 0.774
H 7.011 0.986 1.006
H 8.073 -0.509 1.463
H 7.540 -0.284 -0.221
H 5.385 0.797 -0.756
H 3.059 0.649 -1.724
H -0.031 -2.175 0.199
H 0.733 -3.168 -1.172
H -1.053 0.277 -0.976
H -3.313 1.636 -0.603
C -1.998 1.654 0.914
C -0.801 2.303 0.757
C 0.449 1.938 0.921
C 1.483 2.605 0.457
C 1.557 3.370 -0.456
C 0.079 3.910 -0.802
C -1.009 3.221 -0.458
H -1.940 3.438 -0.791
H 0.012 4.656 -1.878
H 2.514 3.834 -1.059
H 2.659 2.056 0.745
H 0.701 0.982 1.700
H -1.712 1.087 1.809
H -2.828 2.483 1.522
H -7.153 -2.387 0.521
H -6.815 -1.414 -0.921
H -5.351 -2.316 -0.211

These are the natural (NBO) partial charges, in e, on atoms 1 to 5: -0.6249 -0.1028 0.1625 0.2219 -0.4783

=====

No. 3
Here is a 11-piece molecular cluster, C44H67F6N3O27S2 overall from OMol25. Energies are from the ωB97M-V functional and the def2-TZVPD basis.

HOMO: -7.57 eV
2S+1: 1
energy above the lowest of the compared OMol25 structures with the same formula, charge and spin: 0.00 kJ/mol
HOMO-LUMO gap: 7.23 eV
E: -144435.5842 eV

Element x y z (Å)
O -2.128 2.684 1.548
H -1.441 2.157 0.964
H -1.718 3.489 1.982
H -2.328 2.040 2.304
C 1.537 0.709 2.105
F 0.815 1.173 3.133
F 2.809 0.754 2.541
F 1.347 -0.536 1.711
S 1.504 1.824 0.570
O 1.920 3.121 1.011
O 2.432 1.078 -0.231
N -0.109 1.719 0.054
S 0.011 1.753 -1.535
O 0.531 2.992 -2.058
O 0.476 0.532 -2.132
C -1.800 1.982 -1.948
F -1.911 2.136 -3.278
F -2.518 0.899 -1.601
F -2.260 3.075 -1.347
C -2.399 -4.676 -1.446
O -2.244 -3.317 -1.074
C -3.433 -2.549 -1.157
C -4.320 -2.821 0.076
N -5.193 -1.698 0.378
C -5.983 -1.934 1.602
C -7.040 -0.897 1.795
O -6.409 0.377 1.857
C -7.348 1.395 2.020
H -3.069 -4.785 -2.299
H -2.681 -5.294 -0.592
H -1.395 -4.981 -1.741
H -4.045 -2.757 -2.043
H -3.157 -1.490 -1.133
H -3.729 -3.112 0.959
H -4.970 -3.676 -0.142
H -4.659 -0.848 0.546
H -5.276 -2.093 2.442
H -6.360 -2.961 1.503
H -7.511 -1.141 2.759
H -7.746 -0.803 0.967
H -7.816 1.592 1.054
H -7.000 2.287 2.530
H -8.157 1.025 2.669
C -0.473 5.963 1.826
O -1.307 5.042 2.539
C -1.288 5.225 3.936
C -2.096 4.133 4.624
N -1.700 2.773 4.280
C -2.609 1.716 4.813
C -2.281 0.387 4.162
O -2.490 0.414 2.758
C -2.044 -0.802 2.174
H 0.588 5.892 2.067
H -0.923 6.945 1.929
H -0.532 5.558 0.814
H -1.561 6.242 4.241
H -0.265 5.169 4.346
H -3.151 4.335 4.403
H -2.085 4.190 5.721
H -0.821 2.500 4.714
H -3.598 2.076 4.517
H -2.560 1.529 5.891
H -2.905 -0.406 4.603
H -1.281 0.024 4.430
H -1.007 -0.970 2.503
H -1.790 -0.643 1.122
H -2.629 -1.688 2.401
C 5.304 0.912 -2.249
C 4.379 1.806 -2.767
C 4.776 2.858 -3.573
C 6.113 3.186 -3.660
C 7.047 2.467 -2.921
C 6.610 1.402 -2.148
O 7.448 0.694 -1.331
O 3.872 3.462 -4.409
H 5.001 -0.094 -2.009
H 3.343 1.488 -2.834
H 6.563 3.946 -4.286
H 8.121 2.588 -2.996
H 8.314 1.078 -1.173
H 4.138 3.649 -5.304
C 1.754 -3.378 1.213
C 1.835 -2.976 -0.127
C 2.690 -3.642 -0.990
C 3.489 -4.649 -0.480
C 3.493 -5.037 0.853
C 2.617 -4.360 1.704
O 2.621 -4.661 3.059
O 2.832 -3.254 -2.285
H 1.125 -2.897 1.954
H 1.207 -2.119 -0.355
H 4.195 -5.124 -1.155
H 4.140 -5.837 1.175
H 1.743 -4.506 3.430
H 2.314 -2.455 -2.544
C -0.151 -4.243 -5.485
C 0.786 -3.410 -4.883
C 0.439 -2.396 -4.020
C -0.903 -2.334 -3.649
C -1.819 -3.341 -4.037
C -1.469 -4.190 -5.069
O -2.445 -4.959 -5.653
O 1.331 -1.447 -3.631
H 0.255 -4.816 -6.308
H 1.767 -3.461 -5.344
H -1.258 -1.684 -2.855
H -2.704 -3.334 -3.420
H -2.031 -5.749 -6.017
H 0.918 -0.608 -3.329
C -4.798 -0.158 -3.884
C -3.480 -0.722 -4.450
O -3.920 -1.309 -5.701
C -5.252 -1.283 -5.805
O -5.870 -1.588 -6.749
O -5.814 -0.699 -4.708
H -4.714 0.926 -3.760
H -4.961 -0.565 -2.880
H -3.102 -1.510 -3.820
H -2.749 0.026 -4.738
C 0.915 -1.682 5.423
C 2.435 -1.536 5.523
O 2.701 -2.653 6.382
C 1.809 -3.632 6.145
O 1.929 -4.770 6.442
O 0.715 -3.085 5.486
H 0.522 -1.236 4.508
H 0.419 -1.180 6.267
H 2.723 -0.622 6.027
H 2.881 -1.677 4.540
C 1.966 5.916 -1.740
C 2.434 7.190 -2.454
O 3.853 7.129 -2.306
C 4.210 5.855 -2.023
O 5.303 5.563 -1.720
O 3.128 5.077 -1.825
H 1.229 5.448 -2.390
H 1.652 6.020 -0.706
H 2.047 8.118 -2.038
H 2.146 7.144 -3.508
C 5.813 -1.744 0.109
C 4.604 -1.329 0.898
O 5.047 -1.514 2.288
C 6.251 -2.185 2.286
O 6.731 -2.587 3.261
O 6.798 -2.140 1.074
H 6.304 -0.983 -0.507
H 5.663 -2.451 -0.726
H 3.724 -1.931 0.691
H 4.492 -0.245 0.864

These are the Löwdin partial charges, in e, on atoms 1 to 5: 0.1412 0.0884 0.0979 0.1029 -0.6372

=====

> Among the records above, which one has the lowest HOMO-LUMO gap?

C44H67F6N3O27S2